(1)
A molecular structure, C20H21BN6Pb. Source: OMol25; level of theory: ωB97M-V/def2-TZVPD.

Structure (ORCA input):
```
! RIJCOSX wB97M-V def2-TZVPD def2/J DEFGRID3
* xyz 2 1
H -0.17 3.18 0.43
N -0.59 1.63 -0.95
B -0.97 0.21 -3.01
N -0.59 1.55 -2.30
C -0.23 2.74 -2.84
Pb -1.13 -0.13 0.20
H -0.17 2.86 -3.92
C 0.01 3.63 -1.79
H 0.32 4.68 -1.87
C -0.23 2.89 -0.62
H -0.91 0.35 -4.21
C -1.65 -1.83 1.26
H -1.63 -1.68 2.35
H -0.95 -2.65 0.99
H -2.67 -2.14 0.96
N -2.41 -0.18 -2.58
N 0.01 -0.89 -2.54
N -2.71 -0.38 -1.28
N 0.12 -1.21 -1.22
C -3.52 -0.37 -3.34
C 0.88 -1.66 -3.26
H -3.47 -0.26 -4.43
H 0.93 -1.55 -4.34
C -4.58 -0.69 -2.50
C 1.56 -2.49 -2.38
C -4.02 -0.68 -1.20
C 1.05 -2.17 -1.11
H -5.61 -0.91 -2.78
H 2.32 -3.23 -2.62
H -4.48 -0.88 -0.24
H 1.30 -2.57 -0.12
H -2.02 0.66 1.23
C 4.47 -0.15 2.55
C 3.91 -0.33 1.28
C 2.54 -0.18 1.08
C 1.69 0.14 2.14
C 0.28 0.26 1.99
C -0.46 0.61 3.16
C 0.13 0.82 4.40
C 1.49 0.68 4.54
C 2.28 0.34 3.44
C 3.65 0.19 3.62
H 5.53 -0.28 2.71
H 4.56 -0.59 0.45
H 2.15 -0.30 0.09
H -1.54 0.71 3.18
H -0.48 1.08 5.25
H 1.93 0.84 5.52
H 4.10 0.33 4.60
*
```

The total energy comes out at -35924.820 eV. Its lowest unoccupied orbital energy (spin up / spin down) is -9.44 / -9.40 eV. The HOMO-LUMO gap (spin up / spin down) comes out at 5.8 / 5.8 eV. As for the energy relative to the best compared isomer or geometry (same formula, charge and spin): 69.24 kJ/mol.

(2)
A single C31H33FN4O2S molecule. Source: OMol25; level of theory: ωB97M-V/def2-TZVPD.

Structure (ORCA input):
```
! RIJCOSX wB97M-V def2-TZVPD def2/J DEFGRID3
* xyz 0 1
C -1.86 -0.62 1.82
H -1.10 -0.69 2.59
H -1.42 -0.13 0.96
H -2.68 0.00 2.20
C -2.36 -2.03 1.46
N -3.49 -2.11 0.56
C -3.27 -1.45 -0.71
C -4.39 -1.86 -1.68
N -5.72 -1.61 -1.18
C -5.88 -2.12 0.16
C -4.76 -1.69 1.12
H -4.90 -2.19 2.08
H -4.80 -0.60 1.29
H -6.85 -1.80 0.55
H -5.87 -3.21 0.10
C -6.45 -0.44 -1.58
H -6.19 -0.24 -2.63
C -6.32 0.87 -0.77
N -5.01 1.46 -0.85
C -4.36 1.91 0.25
O -4.87 1.88 1.36
C -2.95 2.37 0.06
C -2.38 3.07 1.12
C -1.03 3.37 1.12
C -0.21 2.92 0.08
C -0.80 2.28 -1.01
C -2.16 2.01 -1.03
H -2.57 1.50 -1.88
H -0.20 2.00 -1.86
C 1.23 3.04 0.19
C 2.10 2.06 -0.07
C 3.55 2.29 0.09
O 4.01 3.41 -0.06
N 4.35 1.23 0.40
C 3.89 -0.06 0.71
C 2.67 -0.54 0.24
C 2.26 -1.83 0.49
C 3.05 -2.68 1.24
C 4.25 -2.21 1.75
C 4.67 -0.92 1.49
H 5.60 -0.59 1.91
H 4.87 -2.86 2.35
H 2.73 -3.69 1.44
H 1.31 -2.16 0.10
S 1.59 0.49 -0.71
C 5.78 1.48 0.45
C 6.53 0.51 -0.42
C 6.09 0.21 -1.71
C 6.77 -0.69 -2.50
C 7.92 -1.31 -2.03
C 8.38 -1.03 -0.76
C 7.68 -0.13 0.02
F 8.13 0.13 1.27
H 9.27 -1.50 -0.36
H 8.45 -2.01 -2.65
H 6.41 -0.91 -3.50
H 5.20 0.69 -2.08
H 6.15 1.46 1.48
H 5.92 2.50 0.07
H 1.63 3.96 0.61
H -0.59 3.90 1.95
H -3.01 3.35 1.95
H -4.61 1.58 -1.77
H -7.07 1.57 -1.16
H -6.52 0.69 0.29
H -7.52 -0.71 -1.56
H -4.26 -1.35 -2.64
H -4.30 -2.94 -1.85
H -2.31 -1.77 -1.12
H -3.25 -0.35 -0.60
H -1.54 -2.59 1.00
H -2.65 -2.55 2.38
*
```

The total energy comes out at -56291.545 eV. Its lowest unoccupied orbital energy is -0.16 eV. The HOMO-LUMO gap comes out at 7.7 eV. Its SMILES is CCN1CCN(CCNC(=O)c2ccc(/C=C3\Sc4ccccc4N(Cc4ccccc4F)C3=O)cc2)CC1. As for the energy relative to the best compared isomer or geometry (same formula, charge and spin): 24.31 kJ/mol.

(3)
2 unconnected molecules or ions with the total composition C30H48I2N4O4PS4. Source: OMol25; level of theory: ωB97M-V/def2-TZVPD.

Structure (ORCA input):
```
! RIJCOSX wB97M-V def2-TZVPD def2/J DEFGRID3
* xyz 1 1
C -1.50 -4.86 -5.19
C -1.65 -3.34 -5.06
C -1.73 -2.84 -3.62
C -0.61 -3.32 -2.67
N -1.19 -3.91 -1.44
C -0.37 -3.68 -0.22
C -1.11 -2.77 0.76
C -1.05 -1.28 0.31
C -0.33 -0.34 1.28
N 0.89 0.37 0.69
C 0.63 1.73 0.82
N -0.12 2.36 -0.04
C -0.56 1.68 -1.27
C -0.03 2.37 -2.53
C 1.28 1.69 -2.92
I 2.31 2.78 -4.42
C -0.57 3.74 0.20
C -1.97 3.99 -0.38
O -2.95 3.57 0.08
I -2.16 5.22 -2.14
N 1.17 2.24 1.97
C 1.87 3.53 1.93
C 2.09 4.18 3.14
C 2.74 5.41 3.20
C 3.16 6.02 2.01
C 2.96 5.35 0.80
C 2.32 4.12 0.74
C 2.10 1.21 2.51
C 2.15 0.14 1.44
S 3.50 0.49 0.22
P 2.36 -1.62 1.98
S 2.06 -1.89 3.88
C -1.44 -5.32 -1.59
S -2.90 -5.90 -1.23
S -0.24 -6.45 -2.23
C 1.37 -6.02 -1.51
C 2.51 -6.69 -2.27
C 3.78 -5.85 -2.13
H -1.72 -5.19 -6.20
H -2.13 -5.37 -4.47
H -0.48 -5.15 -4.97
H -0.83 -2.86 -5.59
H -2.58 -3.07 -5.55
H -1.68 -1.75 -3.66
H -2.69 -3.09 -3.19
H -0.03 -2.44 -2.40
H 0.07 -4.00 -3.17
H -0.20 -4.63 0.29
H 0.59 -3.26 -0.51
H -0.61 -2.86 1.72
H -2.13 -3.12 0.78
H -0.61 -1.24 -0.68
H -2.08 -0.94 0.20
H -0.06 -0.86 2.20
H -1.05 0.42 1.58
H -1.64 1.57 -1.26
H -0.16 0.68 -1.28
H 0.21 3.41 -2.34
H -0.76 2.33 -3.33
H 1.07 0.68 -3.27
H 1.91 1.61 -2.05
H 0.13 4.44 -0.24
H -0.64 3.89 1.27
H 1.75 3.73 4.06
H 2.88 5.88 4.16
H 3.65 6.98 2.03
H 3.29 5.80 -0.12
H 2.17 3.62 -0.20
H 3.09 1.66 2.50
H 1.93 0.89 3.53
H 3.04 -0.34 -0.72
H 1.46 -2.39 1.22
H 3.64 -2.02 1.59
H 1.39 -6.27 -0.45
H 1.52 -4.95 -1.57
H 2.71 -7.66 -1.82
H 2.25 -6.84 -3.31
H 3.75 -5.28 -1.20
H 4.68 -6.47 -2.09
H 3.87 -5.13 -2.93
C -4.69 3.76 3.02
C -3.78 3.62 4.23
C -4.04 4.58 5.37
O -2.72 4.71 5.95
C -1.82 4.47 4.98
O -0.65 4.67 5.05
O -2.43 3.96 3.88
H -4.11 4.14 2.19
H -5.10 2.80 2.73
H -5.53 4.43 3.21
H -3.78 2.59 4.59
H -4.74 4.21 6.10
H -4.36 5.57 5.02
*
```

The total energy comes out at -114862.402 eV. Its lowest unoccupied orbital energy is -2.86 eV. The HOMO-LUMO gap comes out at 7.4 eV.

(4)
A molecular structure, C6H9NS. Source: OMol25; level of theory: ωB97M-V/def2-TZVPD.

Structure (ORCA input):
```
! RIJCOSX wB97M-V def2-TZVPD def2/J DEFGRID3
* xyz 0 1
C -2.97 -0.95 0.14
C -1.67 -0.18 0.02
C -0.35 -0.64 -0.25
C 1.06 1.40 -0.15
C 2.61 1.03 0.14
C 2.09 -0.34 0.15
H -3.49 -0.76 1.02
H -3.58 -0.74 -0.76
H -2.76 -2.07 0.07
H -1.97 0.88 0.20
H -0.23 -1.79 -0.65
H 0.95 1.81 -1.18
H 0.47 1.79 0.71
H 2.84 1.35 1.23
H 3.71 1.21 -0.57
N 0.81 0.02 -0.15
S 2.51 -2.02 0.01
*
```

The total energy comes out at -18689.419 eV. Its lowest unoccupied orbital energy is 0.01 eV. The HOMO-LUMO gap comes out at 8.0 eV. As for the energy relative to the best compared isomer or geometry (same formula, charge and spin): 365.84 kJ/mol.

(5)
A molecular structure, C45H50CaFN17O3Se. Source: OMol25; level of theory: ωB97M-V/def2-TZVPD.

Structure (ORCA input):
```
! RIJCOSX wB97M-V def2-TZVPD def2/J DEFGRID3
* xyz 0 1
Ca 0.28 -0.05 0.19
C -3.59 -3.51 3.04
C -2.26 -3.12 3.07
C -1.70 -2.50 1.96
C -2.50 -2.27 0.85
C -3.82 -2.66 0.80
C -4.36 -3.29 1.90
N -1.83 -1.59 -0.25
N -2.56 -1.39 -1.23
C -1.92 -0.66 -2.31
C -2.47 -0.86 -3.56
C -1.91 -0.16 -4.62
C -0.88 0.72 -4.37
C -0.42 0.86 -3.07
N -0.93 0.17 -2.05
H -4.03 -4.00 3.90
H -1.65 -3.29 3.94
H -0.66 -2.20 1.97
H -4.41 -2.49 -0.09
H -5.40 -3.61 1.88
H -3.29 -1.55 -3.69
H -2.29 -0.30 -5.63
H -0.42 1.30 -5.16
H 0.38 1.54 -2.81
N 3.30 1.85 -1.02
C 3.46 0.47 -0.88
N 4.61 -0.12 -1.16
N 4.37 -1.42 -0.87
N 3.17 -1.57 -0.46
N 2.53 -0.37 -0.45
C 2.12 2.54 -1.00
N 2.00 3.74 -1.56
N 0.73 4.10 -1.30
N 0.12 3.17 -0.65
N 0.98 2.14 -0.42
H 4.06 2.30 -1.50
F -2.74 5.75 0.47
C -2.22 5.12 1.56
C -1.92 3.79 1.47
C -1.39 3.14 2.58
C -1.00 1.73 2.43
O -1.40 1.10 1.45
C -0.17 1.21 3.48
C -0.07 1.93 4.62
N -0.57 3.18 4.82
C -0.45 3.81 6.11
C -0.82 3.00 7.32
C -1.71 4.12 6.86
C -1.16 3.84 3.76
C -1.47 5.20 3.83
C -1.99 5.86 2.73
N -2.23 7.26 2.85
C -2.17 8.15 1.71
C -3.52 8.37 1.02
N -4.54 8.77 2.06
C -4.61 7.77 3.18
C -3.22 7.68 3.81
C 0.57 -0.13 3.43
O 0.83 -0.67 4.50
O 0.84 -0.53 2.26
H -2.03 3.26 0.54
H 0.48 1.49 5.45
H 0.38 4.50 6.20
H -0.22 3.14 8.20
H -1.16 1.99 7.15
H -1.74 5.03 7.45
H -2.64 3.84 6.38
H -1.23 5.77 4.72
H -1.46 7.79 0.97
H -1.80 9.12 2.07
H -3.90 7.47 0.56
H -3.48 9.18 0.29
H -5.45 8.90 1.63
H -4.27 9.68 2.46
H -4.91 6.82 2.73
H -5.38 8.11 3.88
H -3.26 6.98 4.65
H -2.95 8.66 4.22
C 0.87 -6.84 -3.52
C 0.07 -7.04 -2.23
C -0.31 -5.76 -1.49
C 0.82 -5.07 -0.74
N 1.98 -4.76 -1.56
C 2.08 -3.69 -2.38
Se 0.73 -2.51 -2.77
N 3.35 -3.63 -2.84
C 3.91 -2.60 -3.71
C 4.23 -3.14 -5.10
C 3.00 -3.62 -5.87
C 2.15 -2.47 -6.41
C 4.09 -4.65 -2.27
C 5.42 -5.00 -2.40
C 5.85 -6.11 -1.69
C 4.97 -6.86 -0.90
C 3.64 -6.50 -0.77
C 3.22 -5.37 -1.46
H 0.77 -7.69 -4.18
H 1.94 -6.71 -3.33
H 0.53 -5.95 -4.05
H 0.61 -7.71 -1.55
H -0.86 -7.56 -2.49
H -1.07 -6.00 -0.74
H -0.77 -5.05 -2.19
H 1.18 -5.71 0.07
H 0.48 -4.13 -0.30
H 4.79 -2.21 -3.20
H 3.18 -1.80 -3.74
H 4.96 -3.94 -5.02
H 4.71 -2.33 -5.65
H 2.39 -4.26 -5.23
H 3.33 -4.25 -6.70
H 1.75 -1.87 -5.59
H 1.31 -2.84 -6.99
H 2.75 -1.83 -7.06
H 6.10 -4.42 -3.00
H 6.89 -6.41 -1.76
H 5.34 -7.72 -0.37
H 2.97 -7.07 -0.15
*
```

The total energy comes out at -165454.431 eV. Its lowest unoccupied orbital energy is -1.72 eV. The HOMO-LUMO gap comes out at 4.5 eV. As for the energy relative to the best compared isomer or geometry (same formula, charge and spin): 24.17 kJ/mol.

(6)
7 unconnected molecules or ions with the total composition C31H59BrFIO20P2. Source: OMol25; level of theory: ωB97M-V/def2-TZVPD.

Structure (ORCA input):
```
! RIJCOSX wB97M-V def2-TZVPD def2/J DEFGRID3
* xyz 0 1
C 0.17 5.15 -1.69
C 1.33 5.27 -0.61
F 0.77 6.01 0.53
C 2.03 3.93 -0.13
C 1.22 2.87 0.81
C -0.20 2.33 0.32
O -0.66 1.13 1.00
O -1.98 1.01 0.66
P 1.17 3.60 2.60
O 2.79 3.92 3.13
I 0.29 1.98 4.21
C 2.46 1.79 0.88
O 2.54 0.90 1.76
O 3.44 2.04 -0.17
C 2.91 3.03 -1.13
Br 4.51 4.00 -1.83
P 2.13 1.90 -2.43
O 3.28 1.49 -3.39
O 0.92 2.60 -3.40
O 1.51 0.44 -1.81
H -0.50 6.09 -1.66
H -0.52 4.25 -1.60
H 0.65 5.13 -2.74
H 2.13 5.99 -1.04
H 2.85 4.32 0.59
H -0.96 3.19 0.49
H -0.20 2.10 -0.80
H -2.02 0.85 -0.32
H 2.83 4.90 3.23
H 0.04 2.42 -2.97
H 1.25 -0.07 -2.62
O -4.08 -1.15 -1.81
C -4.12 -1.85 -0.82
O -5.11 -2.75 -0.67
C -5.13 -3.76 0.35
C -5.72 -3.22 1.64
C -3.12 -1.67 0.29
H -4.14 -4.19 0.50
H -5.76 -4.56 -0.03
H -5.13 -2.41 2.05
H -5.79 -4.02 2.39
H -6.72 -2.82 1.46
H -3.47 -0.89 0.96
H -2.17 -1.36 -0.15
H -2.91 -2.58 0.85
O -5.34 -7.63 -3.29
C -4.55 -6.78 -3.61
O -4.26 -5.77 -2.76
C -3.20 -4.83 -2.95
C -3.64 -3.67 -3.80
C -3.94 -6.76 -4.98
H -2.30 -5.32 -3.34
H -2.93 -4.46 -1.95
H -3.92 -3.99 -4.81
H -2.84 -2.93 -3.89
H -4.52 -3.18 -3.37
H -4.61 -6.23 -5.66
H -3.82 -7.79 -5.32
H -2.95 -6.31 -5.01
O 9.14 -0.22 0.72
C 8.06 -0.70 0.45
O 7.15 0.02 -0.23
C 5.94 -0.51 -0.78
C 4.82 -0.49 0.25
C 7.67 -2.06 0.96
H 6.10 -1.51 -1.20
H 5.67 0.14 -1.62
H 5.06 -1.12 1.11
H 3.89 -0.84 -0.19
H 4.68 0.52 0.63
H 7.25 -1.96 1.96
H 8.56 -2.68 1.00
H 6.96 -2.58 0.31
O 3.64 5.89 5.76
C 3.60 5.19 6.74
O 2.60 4.30 6.90
C 2.57 3.28 7.91
C 1.98 3.82 9.20
C 4.60 5.35 7.85
H 3.56 2.84 8.05
H 1.93 2.49 7.53
H 2.59 4.62 9.61
H 1.91 3.02 9.95
H 0.99 4.23 9.02
H 4.26 6.13 8.53
H 5.55 5.66 7.40
H 4.80 4.44 8.40
O 4.46 4.37 -5.40
C 5.32 3.63 -5.83
O 5.80 3.82 -7.08
C 6.95 3.14 -7.61
C 6.55 1.81 -8.22
C 5.78 2.44 -5.05
H 7.73 3.04 -6.85
H 7.35 3.79 -8.39
H 6.13 1.13 -7.47
H 7.42 1.32 -8.67
H 5.78 1.95 -8.98
H 5.11 1.60 -5.24
H 5.74 2.69 -3.99
H 6.81 2.15 -5.25
O -7.70 -5.91 2.07
C -8.84 -5.51 2.19
O -9.14 -4.23 1.90
C -10.48 -3.72 1.81
C -10.99 -3.28 3.17
C -9.91 -6.40 2.76
H -11.15 -4.44 1.33
H -10.43 -2.85 1.16
H -11.04 -4.13 3.87
H -11.98 -2.84 3.09
H -10.31 -2.55 3.62
H -9.89 -6.34 3.85
H -9.70 -7.43 2.46
H -10.91 -6.18 2.39
*
```

The total energy comes out at -173488.738 eV. Its lowest unoccupied orbital energy is -0.78 eV. The HOMO-LUMO gap comes out at 7.8 eV. Its SMILES is C[C@@H](F)[C@H]1[C@](COO)(P(O)I)C(=O)O[C@@]1(Br)P(=O)(O)O.CCOC(C)=O.CCOC(C)=O.CCOC(C)=O.CCOC(C)=O.CCOC(C)=O.CCOC(C)=O.

(7)
A molecular structure, C3H4O3Y. Source: OMol25; level of theory: ωB97M-V/def2-TZVPD.

Structure (ORCA input):
```
! RIJCOSX wB97M-V def2-TZVPD def2/J DEFGRID3
* xyz 1 1
H 3.87 0.11 1.13
Y 2.47 -0.54 0.04
O -1.55 -0.64 -1.44
C -0.85 -1.44 -0.75
C -0.83 1.15 -0.21
O 0.29 -1.84 -1.10
O -0.88 -1.02 0.57
C -0.31 0.26 0.74
H -0.32 2.03 -0.59
H -1.89 1.41 -0.14
H 0.01 0.52 1.76
*
```

The total energy comes out at -10346.972 eV. Its lowest unoccupied orbital energy (spin up / spin down) is -6.76 / -6.76 eV. The HOMO-LUMO gap (spin up / spin down) comes out at 5.8 / 5.8 eV. As for the energy relative to the best compared isomer or geometry (same formula, charge and spin): 655.21 kJ/mol.

Question: Number 3 is which compound?
Answer: C30H48I2N4O4PS4

Please write out number 1 again, unchanged.
A molecular structure, C20H21BN6Pb. Source: OMol25; level of theory: ωB97M-V/def2-TZVPD.

Structure (ORCA input):
```
! RIJCOSX wB97M-V def2-TZVPD def2/J DEFGRID3
* xyz 2 1
H -0.17 3.18 0.43
N -0.59 1.63 -0.95
B -0.97 0.21 -3.01
N -0.59 1.55 -2.30
C -0.23 2.74 -2.84
Pb -1.13 -0.13 0.20
H -0.17 2.86 -3.92
C 0.01 3.63 -1.79
H 0.32 4.68 -1.87
C -0.23 2.89 -0.62
H -0.91 0.35 -4.21
C -1.65 -1.83 1.26
H -1.63 -1.68 2.35
H -0.95 -2.65 0.99
H -2.67 -2.14 0.96
N -2.41 -0.18 -2.58
N 0.01 -0.89 -2.54
N -2.71 -0.38 -1.28
N 0.12 -1.21 -1.22
C -3.52 -0.37 -3.34
C 0.88 -1.66 -3.26
H -3.47 -0.26 -4.43
H 0.93 -1.55 -4.34
C -4.58 -0.69 -2.50
C 1.56 -2.49 -2.38
C -4.02 -0.68 -1.20
C 1.05 -2.17 -1.11
H -5.61 -0.91 -2.78
H 2.32 -3.23 -2.62
H -4.48 -0.88 -0.24
H 1.30 -2.57 -0.12
H -2.02 0.66 1.23
C 4.47 -0.15 2.55
C 3.91 -0.33 1.28
C 2.54 -0.18 1.08
C 1.69 0.14 2.14
C 0.28 0.26 1.99
C -0.46 0.61 3.16
C 0.13 0.82 4.40
C 1.49 0.68 4.54
C 2.28 0.34 3.44
C 3.65 0.19 3.62
H 5.53 -0.28 2.71
H 4.56 -0.59 0.45
H 2.15 -0.30 0.09
H -1.54 0.71 3.18
H -0.48 1.08 5.25
H 1.93 0.84 5.52
H 4.10 0.33 4.60
*
```

The total energy comes out at -35924.820 eV. Its lowest unoccupied orbital energy (spin up / spin down) is -9.44 / -9.40 eV. The HOMO-LUMO gap (spin up / spin down) comes out at 5.8 / 5.8 eV. As for the energy relative to the best compared isomer or geometry (same formula, charge and spin): 69.24 kJ/mol.